The following is a DFT calculation (ωB97M-V/def2-TZVPD) of a 3-piece molecular cluster, C22H51B3FO20P2S overall.

Results
energy	-3629.137863	Eh
multiplicity	1
charge	-1
gap between HOMO and LUMO	5.063	eV

Last column: Mulliken charge in e.
Atoms and positions in Å:
C: 3.141958 -2.392495 -2.502151  -0.87
C: 2.593371 -1.090050 -1.698369  -0.05
O: 3.706174 -0.170616 -1.585546  -0.48
B: 3.385652 1.108941 -2.212954  1.09
O: 2.542503 1.975160 -1.466420  -0.71
C: 3.997335 1.334586 -3.699637  0.02
S: 5.803469 0.861547 -3.450379  1.32
O: 6.768682 1.560206 -4.348936  -0.65
O: 5.901518 -0.618713 -3.751108  -0.61
F: 6.315774 1.187844 -1.862235  -0.31
O: 3.270882 0.310410 -4.435761  -0.67
B: 2.015509 0.788980 -5.089025  1.97
O: 0.779203 0.823655 -4.290403  -0.75
C: -0.019472 -0.366224 -4.432056  -0.36
C: -1.123695 -0.246749 -5.592060  0.11
C: -1.581281 1.255450 -5.890938  -0.99
O: -0.592760 -0.813565 -6.817593  -0.62
O: 2.336263 2.248482 -5.219082  -1.35
C: 3.614850 2.601608 -4.599650  0.65
C: 4.481422 3.007701 -5.885338  -1.20
C: 4.880336 1.797679 -6.838678  -0.07
C: 3.864128 1.603041 -8.078208  0.44
O: 3.294362 2.553547 -8.632715  -0.56
O: 3.650844 0.240373 -8.487257  -0.56
B: 3.262736 4.047611 -3.950899  0.73
O: 3.927708 4.672382 -2.826210  -0.59
O: 2.198120 4.793206 -4.592593  -0.58
H: 2.671403 -3.364116 -2.123928  0.37
H: 3.018261 -2.265572 -3.626719  0.08
H: 4.275361 -2.409526 -2.302094  0.22
H: 2.224446 -1.475168 -0.694185  0.37
H: 1.705641 -0.652794 -2.287887  0.00
H: 2.610631 1.740789 -0.513418  0.21
H: 1.742082 0.291279 -6.148638  -0.45
H: -0.611471 -0.475609 -3.445752  0.27
H: 0.646720 -1.286391 -4.525612  0.11
H: -2.066265 -0.832386 -5.303304  0.33
H: -2.572331 1.214182 -6.479810  0.33
H: -0.857452 1.842704 -6.547202  0.15
H: -1.791743 1.877468 -4.958141  0.26
H: -0.285478 -0.087640 -7.403597  0.36
H: 5.463062 3.472754 -5.487269  0.30
H: 3.936362 3.866979 -6.402547  0.43
H: 4.964762 0.834298 -6.217871  -0.04
H: 5.916104 1.979579 -7.269128  0.43
H: 3.478796 -0.214230 -7.623336  0.36
H: 4.728758 5.090295 -3.227322  0.30
H: 2.128732 5.684551 -4.197069  0.26
O: -0.255455 0.434250 5.663205  -0.80
P: 0.787738 0.806156 4.601629  0.84
O: -0.256860 0.738195 3.322094  -0.25
C: -1.145045 1.828278 3.134346  -0.31
C: -0.421074 3.051859 2.603686  -1.09
O: 1.420536 -0.719466 4.446789  -0.27
C: 1.376805 -1.641465 5.529134  -0.50
C: 0.183607 -2.567264 5.388450  -0.42
O: 1.990479 1.244429 3.458425  0.02
C: 3.039576 2.071582 3.970851  -0.38
C: 3.863099 1.355786 5.025372  -1.07
H: -1.659547 2.059206 4.073400  0.32
H: -1.901671 1.509434 2.413530  0.36
H: 0.264658 3.456055 3.354245  0.21
H: -1.130855 3.835730 2.331927  0.44
H: 0.176848 2.796550 1.724494  0.21
H: 1.372421 -1.120580 6.489762  0.34
H: 2.297445 -2.230020 5.494367  0.36
H: -0.748797 -2.014362 5.260403  -0.34
H: 0.089581 -3.214629 6.264181  0.39
H: 0.298169 -3.197021 4.501540  0.31
H: 2.606652 2.990848 4.378506  0.29
H: 3.676607 2.349017 3.128501  0.37
H: 3.263498 1.135554 5.915157  0.29
H: 4.713177 1.969085 5.332470  0.43
H: 4.233647 0.401437 4.644029  0.24
O: -4.887762 -4.117907 3.846798  -0.75
P: -5.526811 -2.734604 3.989142  1.14
O: -4.769312 -2.298940 5.392836  -0.41
C: -3.405314 -1.903062 5.318905  -0.76
C: -3.256733 -0.526770 4.697033  0.08
O: -6.964091 -3.249162 4.640835  -0.35
C: -7.448164 -4.562122 4.388483  -0.34
C: -7.070241 -5.493759 5.525573  -1.12
O: -6.245447 -1.175606 3.977541  -0.24
C: -6.540298 -0.656901 2.677363  -0.27
C: -7.589259 -1.485913 1.959319  -1.09
H: -2.828968 -2.646092 4.758310  0.35
H: -3.018038 -1.887422 6.340584  0.36
H: -3.536251 -0.544264 3.639047  0.03
H: -2.225408 -0.174233 4.772645  -0.21
H: -3.913452 0.194482 5.192404  0.34
H: -7.090574 -4.935086 3.425741  0.35
H: -8.537615 -4.500856 4.317449  0.37
H: -5.998516 -5.466610 5.737372  0.29
H: -7.355573 -6.523269 5.294287  0.36
H: -7.578651 -5.190478 6.445426  0.28
H: -5.617443 -0.611270 2.090320  0.27
H: -6.901871 0.365172 2.808728  0.38
H: -7.220118 -2.494541 1.746116  0.31
H: -7.867201 -1.019188 1.011668  0.42
H: -8.484099 -1.595686 2.576613  0.25

Forces on atoms 1 to 2 (eV/Å):
0.54 0.66 0.35
-0.45 -2.08 -1.18